Record 1
ORCA calculation (wB97M-V/def2-TZVPD) on a cluster of 7 separate species, C12H36IO11 in total in a non-equilibrium geometry.

CARTESIAN COORDINATES (ANGSTROEM)
1 I -0.3194 0.5946 -0.2237
2 O 2.5219 2.7192 4.9917
3 O 1.5723 4.6805 -2.3094
4 O 2.9036 2.4889 -0.8305
5 O 2.2083 -0.7666 -2.4755
6 O 1.4954 -2.6612 0.3913
7 O -3.0192 -0.3819 -2.4136
8 O 2.6134 -5.0318 0.9670
9 O -2.6485 -2.1588 0.2753
10 O 3.8490 -1.8685 -4.6855
11 O 0.6649 2.2117 2.9259
12 O -5.8225 -0.9908 -2.2860
13 C 1.4422 4.4210 -0.9339
14 C -2.7337 -1.6434 2.6732
15 C -3.3803 -2.2604 1.4642
16 C 3.8385 -0.5111 -4.2528
17 C 2.7585 3.8370 -0.4011
18 C 0.2754 2.2693 4.2763
19 C 1.4609 1.7942 5.1165
20 C -5.2796 0.2266 -2.7845
21 C -3.9934 0.6091 -2.1107
22 C 2.4797 -0.1082 -3.6956
23 C 0.6905 -3.6854 0.9055
24 C 1.4379 -4.6878 1.7511
25 H 2.7265 2.8602 4.0622
26 H 4.5718 -0.2780 -3.4814
27 H 0.8729 -5.6199 1.8327
28 H -4.0872 0.6487 -1.0185
29 H -0.1129 -3.2391 1.5166
30 H 1.0446 -1.8123 0.4761
31 H 3.6089 -1.9035 -5.6101
32 H 3.9907 0.1097 -5.1425
33 H -3.6256 1.5558 -2.5296
34 H -4.3981 -1.8340 1.4063
35 H 1.7796 0.8035 4.7756
36 H 3.1247 -5.7240 1.3932
37 H 2.4633 0.9882 -3.6136
38 H -1.9662 -1.4730 0.3622
39 H -0.0551 2.0731 2.2996
40 H 1.2466 5.3326 -0.3382
41 H -0.6005 1.6428 4.4811
42 H 0.1028 3.3184 4.5451
43 H -6.7297 -0.8196 -2.0269
44 H 1.1628 1.7302 6.1627
45 H 0.0907 -4.1473 0.1132
46 H -2.2252 -0.1798 -1.8846
47 H 2.0619 2.0153 -0.8182
48 H -5.0503 0.1059 -3.8511
49 H 3.5932 4.4167 -0.7815
50 H -6.0336 1.0188 -2.8014
51 H -3.6137 -3.3233 1.6139
52 H -2.1821 -2.3267 3.3206
53 H 1.7877 -4.3878 2.7384
54 H -3.4781 -1.1952 3.3538
55 H 1.3370 -0.4200 -2.2202
56 H 2.7002 3.7689 0.6886
57 H 0.6258 3.7415 -0.6665
58 H 0.7233 4.5416 -2.7378
59 H 1.7239 -0.3789 -4.4486
60 H -2.1966 -0.7054 2.4942

Results
**Molar mass**: 483.31 g/mol
**Charge**: -1
**Orbital gap**: 8.240 eV
**E_HOMO**: -5.7 eV
**Energy above the lowest of the compared OMol25 structures with the same formula, charge and spin**: 0.0 kJ/mol
**Electronic energy**: -1604.1321 Eh

=====

Record 2
ORCA calculation (wB97M-V/def2-TZVPD) on a cluster of 2 separate species, C4H4BrN2O2 in total in a non-equilibrium geometry.

CARTESIAN COORDINATES (ANGSTROEM)
1 Br 3.6797 0.4680 -0.0403
2 O -2.0753 -2.3117 -0.2916
3 O -1.8067 -0.5921 1.1449
4 N -0.4524 1.9831 -0.9171
5 N -0.8554 0.9612 -1.1682
6 C 1.8289 0.2207 0.2358
7 C 1.1997 0.3338 1.3706
8 C -1.0991 -0.2803 -1.1889
9 C -1.7055 -1.1670 0.0417
10 H 1.2365 -0.0056 -0.6921
11 H 1.5958 0.7226 2.2700
12 H 0.0416 0.2511 1.4325
13 H -1.5878 -0.5840 -2.1972

Results
**Molar mass**: 191.99 g/mol
**Charge**: -1
**Orbital gap**: 7.663 eV
**E_HOMO**: -4.7 eV
**Energy above the lowest of the compared OMol25 structures with the same formula, charge and spin**: 0.0 kJ/mol
**Electronic energy**: -2988.8008 Eh

=====

Record 3
ORCA calculation (wB97M-V/def2-TZVPD) on the molecule C4H8N2O2.

CARTESIAN COORDINATES (ANGSTROEM)
1 O 0.7513 1.3248 -1.0151
2 O 0.9131 -1.0499 -1.3124
3 N -0.8895 -0.2439 -1.0450
4 N 2.4175 0.0705 0.0465
5 C -0.6702 1.1986 1.0807
6 C -1.6054 -1.3130 -0.3979
7 C -0.1966 0.6081 -0.2056
8 C 1.2061 0.0426 -0.6041
9 H -2.6108 -0.9252 -0.1829
10 H -1.3533 2.0332 0.8991
11 H 2.8755 -0.8255 0.1174
12 H 0.1909 1.5683 1.6377
13 H -1.1530 -1.6664 0.5340
14 H -1.1835 0.4551 1.6907
15 H 3.0168 0.8608 -0.1438
16 H -1.7088 -2.1380 -1.0993

Results
**Molar mass**: 116.12 g/mol
**Charge**: 0
**Orbital gap (alpha / beta)**: 7.527 / 7.527 eV
**E_HOMO (alpha / beta)**: -8.3 / -8.3 eV
**Energy above the lowest of the compared OMol25 structures with the same formula, charge and spin**: 555.4 kJ/mol
**Electronic energy**: -417.0444 Eh

=====

Record 4
ORCA calculation (wB97M-V/def2-TZVPD) on a cluster of 2 separate species, C3H6N2O in total in a non-equilibrium geometry.

CARTESIAN COORDINATES (ANGSTROEM)
1 O 4.1467 -0.0903 -0.7264
2 N -0.0251 0.0545 0.6589
3 N -1.8802 0.8208 -0.2881
4 C -0.6510 1.1156 0.2458
5 C -0.9000 -0.9828 0.4510
6 C -2.0701 -0.5344 -0.0721
7 H 3.3441 0.0722 -0.2148
8 H 4.4244 -0.9576 -0.4177
9 H -2.6225 1.4865 -0.1292
10 H -2.8103 -1.1260 -0.5907
11 H -0.6234 -1.9940 0.6873
12 H -0.3326 2.1356 0.3961

Results
**Molar mass**: 86.09 g/mol
**Charge**: 0
**Orbital gap**: 10.086 eV
**E_HOMO**: -9.2 eV
**Energy above the lowest of the compared OMol25 structures with the same formula, charge and spin**: 107.8 kJ/mol
**Electronic energy**: -302.6520 Eh

=====

Record 5
ORCA calculation (wB97M-V/def2-TZVPD) on a cluster of 2 separate species, C8H10ClP in total in a non-equilibrium geometry.

CARTESIAN COORDINATES (ANGSTROEM)
1 Cl 0.5616 -3.4145 0.1917
2 P -0.3406 0.0083 2.6047
3 C -1.4412 -0.0743 -1.1118
4 C 1.0619 0.7591 2.0897
5 C -0.6302 -2.2789 -0.3136
6 C 0.0805 1.8184 -0.6964
7 C 1.1761 0.8601 -0.8321
8 C -0.3295 -1.0273 -0.7007
9 C -1.1756 1.3286 -0.7671
10 C 0.9153 -0.4896 -0.9620
11 H 0.2018 2.8466 -0.5526
12 H 2.0394 0.3623 1.9174
13 H -1.8685 2.0551 -0.4595
14 H -1.6590 -2.6266 -0.1967
15 H 2.2365 1.1628 -0.9456
16 H 0.2091 -1.1939 2.8612
17 H -2.3363 -0.3320 -0.6444
18 H 1.8270 -1.1932 -1.1307
19 H -1.5478 -0.2871 -2.1484
20 H 1.0196 1.7160 1.7969

Results
**Molar mass**: 172.60 g/mol
**Charge**: 0
**Orbital gap**: 7.860 eV
**E_HOMO**: -8.0 eV
**Energy above the lowest of the compared OMol25 structures with the same formula, charge and spin**: 419.5 kJ/mol
**Electronic energy**: -1112.2429 Eh

=====

Record 6
ORCA calculation (wB97M-V/def2-TZVPD) on the molecule C4H3NOS in a non-equilibrium geometry.

CARTESIAN COORDINATES (ANGSTROEM)
1 S 1.7351 -0.5503 -0.5810
2 O -2.7090 -1.3090 -2.2429
3 N -0.9447 -0.6665 -0.8223
4 C 0.7556 0.4253 0.4584
5 C -1.8033 -1.1168 -1.5455
6 C 1.0117 1.5199 1.1622
7 C 0.0638 -0.8561 0.0918
8 H -0.1603 -1.5669 0.9216
9 H 1.7318 2.0519 0.7916
10 H 0.3193 2.0685 1.7660

Results
**Molar mass**: 113.14 g/mol
**Charge**: 0
**Orbital gap**: 9.309 eV
**E_HOMO**: -8.9 eV
**Energy above the lowest of the compared OMol25 structures with the same formula, charge and spin**: 134.4 kJ/mol
**Electronic energy**: -682.3195 Eh